{
  "formula": "C58H55N4O4P3S3Tl",
  "method": "the ωB97M-V functional and the def2-TZVPD basis",
  "orbital_gap_ev": [4.567, 4.079],
  "fmax_ha_per_bohr": 0.032,
  "charge": 3,
  "e_lumo_ev": [-9.63, -9.98],
  "e_homo_ev": [-14.20, -14.06],
  "e_above_lowest_kcal_mol": 111.50,
  "elements": ["C", "H", "C", "N", "H", "H", "C", "C", "O", "H", "H", "H", "C", "H", "H", "H", "C", "C", "C", "H", "H", "C", "C", "C", "H", "H", "H", "C", "H", "C", "H", "C", "H", "C", "C", "C", "C", "H", "C", "H", "C", "P", "S", "H", "C", "Tl", "H", "H", "C", "O", "H", "H", "C", "C", "C", "H", "C", "N", "H", "C", "C", "C", "C", "H", "H", "C", "H", "H", "H", "C", "C", "C", "H", "O", "H", "C", "H", "H", "H", "C", "C", "N", "H", "P", "H", "N", "C", "C", "H", "C", "O", "H", "C", "C", "H", "S", "H", "H", "P", "C", "H", "H", "H", "C", "C", "H", "H", "C", "C", "C", "C", "H", "H", "C", "C", "S", "C", "C", "C", "H", "H", "C", "H", "C", "C", "H", "H", "C"],
  "xyz": [[4.65930, -1.40647, 0.65562], [-4.59526, -0.05944, 3.16797], [5.12289, 4.25739, 0.00803], [-1.75965, -2.47311, -1.27018], [4.49523, 2.28341, -0.67529], [-6.25765, 1.23038, -0.58595], [-5.53459, -3.05300, -1.72746], [-1.63124, -3.11760, 0.15050], [-2.09768, -3.46368, -2.22853], [3.95023, 0.37702, 4.01160], [3.53856, 4.66586, 3.82828], [-0.23711, -5.18285, 6.65964], [-7.48132, 1.54658, 1.14534], [-3.42968, 4.35167, -1.67402], [-3.13525, 3.48490, -3.97519], [5.22662, 3.24652, -6.49752], [-0.91351, -3.66787, 5.31030], [-5.30135, 0.51069, 1.21801], [-3.43229, 0.53521, -2.32916], [-3.68556, 2.77226, 0.21503], [6.84445, 3.19200, -0.44655], [-0.08656, -2.56314, 5.04261], [4.68212, 3.68701, -5.65922], [-3.56444, 2.40009, -0.79694], [-0.57904, 4.08450, 4.87790], [5.27983, 4.49866, -5.23913], [-4.44676, -6.81311, -1.19585], [-1.69243, -3.50594, 3.08247], [-6.56106, -3.14389, -2.07367], [2.24791, 0.59318, -7.80656], [-3.46317, -0.52975, -2.53827], [-5.19834, -1.88957, -0.86614], [6.18375, -0.52494, 3.55374], [0.30425, -3.16996, 7.32766], [2.64776, 4.04824, 3.82055], [4.13952, -0.11600, 3.06770], [0.35835, 2.46195, 3.83813], [-3.11940, 1.04492, -4.38956], [-3.24976, 1.42660, -3.38205], [-0.13607, -2.65519, 8.18420], [0.33161, 3.71858, 4.41940], [1.44253, 0.39911, 2.44641], [2.85308, -0.02441, -2.85428], [2.62621, -1.00587, 0.15484], [-4.04541, -1.70081, -0.21402], [1.35767, 1.32670, -0.60187], [-5.97145, -1.13704, -0.75293], [6.14752, 1.44564, -5.06808], [-7.58603, 1.40561, 2.52443], [1.51880, 0.19909, -5.44657], [-6.64376, 0.71961, 4.32653], [3.27646, 0.27701, -7.62401], [-1.77251, -4.09727, 4.33181], [2.47621, 4.65191, 0.34785], [2.68387, 2.79541, 3.22827], [6.36488, 2.61685, -3.76103], [1.26521, -0.09985, -6.88184], [6.46208, 4.06053, -0.12560], [2.00822, 0.59068, 5.08153], [-1.26805, -4.51819, 0.30127], [5.66152, -1.27957, 1.60582], [5.66774, 1.89955, -4.19894], [-3.85427, -6.20317, -1.89104], [5.46315, 1.12281, -3.46410], [1.91613, -0.74477, 7.09466], [-2.99308, -5.30041, -1.09528], [-0.35875, -4.71366, 0.86433], [3.09764, 6.62160, 0.95594], [-0.46074, 0.03058, -8.13492], [3.39767, -0.87692, 0.90263], [4.41313, 2.64437, -4.60149], [-4.62145, -3.94516, -2.07867], [-3.26493, -6.91637, -2.47389], [-2.55779, 0.09825, 1.30879], [1.45238, 5.49897, 4.85567], [5.40113, -0.62871, 2.80968], [-0.53484, 1.84359, 3.82772], [1.35217, -1.18026, -6.97820], [-2.49905, -4.88383, 4.51008], [-6.55653, 0.82181, 3.25184], [-4.75519, -5.28385, -2.75821], [4.71609, 5.44758, 0.44521], [-0.23700, 1.42241, -7.05590], [2.93818, 0.31448, -4.78973], [-4.37122, -5.23415, -3.77833], [2.88502, 3.46366, -0.11048], [0.88219, -0.70958, 3.80851], [-3.25150, 2.79328, -3.14828], [2.00212, 0.33794, -8.83697], [1.47663, 4.51174, 4.40963], [3.35997, 1.76703, -5.17130], [4.84917, -1.92773, -0.27638], [-3.28337, -3.87888, -1.44721], [1.54526, 1.98480, 3.25566], [1.21750, -3.63881, 7.69624], [-0.62752, -1.95446, 1.09803], [-8.28018, 2.01454, 0.58257], [2.19004, 1.67607, -7.69159], [-3.77645, -0.00553, 0.44649], [0.02983, -1.89252, 3.78330], [3.96113, 3.10940, -3.72558], [-5.78389, -5.62971, -2.81332], [3.59859, 2.43961, 2.76949], [-0.15392, 0.33531, -7.13176], [-6.34283, 1.09841, 0.48652], [-2.38077, -3.86267, 2.33285], [6.64453, -1.69275, 1.41521], [0.61008, -2.20202, 6.21719], [4.18282, 3.25555, -0.28987], [-2.98245, -2.73671, -0.46750], [3.12590, -0.22907, 2.10690], [-1.65482, -6.59740, -0.00031], [-1.59671, -4.28092, 7.27784], [1.37862, -1.07271, 6.21174], [-0.78588, -2.48949, 2.74177], [4.18797, -1.11856, -5.34020], [-0.67337, -4.18264, 6.70547], [-3.60045, 1.01456, -1.03267], [3.40388, 5.63967, 0.60541], [7.08534, 4.81752, 0.09107], [-8.47492, 1.76025, 3.03412], [-1.95190, -5.57951, -0.23167], [-0.82749, -0.12449, -6.40484], [1.44807, -0.33217, 5.04217], [-5.41293, 0.37774, 2.60401], [1.41295, 4.79531, 0.50986], [3.74478, 4.10185, -6.03308], [-3.41182, 3.28214, -1.85285]],
  "forces_ev_per_a": [[0.0300, -0.0396, -0.0521], [-0.0419, 0.0580, -0.0298], [0.4154, 0.1100, 0.0391], [-0.3688, -0.1100, -0.3348], [-0.0530, 0.1368, 0.0556], [0.0237, 0.0348, 0.0213], [-0.2838, 0.6599, 0.2039], [-0.1622, -0.1109, 0.4959], [-0.1046, -0.0504, 0.3141], [0.0195, 0.0102, 0.0023], [-0.0577, -0.0202, -0.0332], [-0.0194, -0.0427, -0.0492], [0.0922, -0.0795, -0.0625], [0.0287, -0.0955, -0.0068], [-0.0140, -0.0580, 0.0598], [-0.0303, 0.0482, 0.0501], [0.7913, 0.3531, 0.8218], [-0.2533, 0.0633, 0.0490], [-0.0780, 0.0501, 0.0569], [-0.0062, 0.0342, -0.0561], [-0.0078, -0.0284, -0.0190], [0.1468, 0.1409, -0.1922], [-0.1266, 0.0393, -0.1400], [-0.0695, -0.2671, -0.0788], [0.0434, -0.0113, -0.0339], [-0.0172, -0.0790, -0.0324], [0.0388, 0.0212, 0.0587], [-0.3049, -0.2950, 0.2595], [0.1104, -0.0165, 0.1240], [0.0088, 0.0281, 0.1804], [0.0357, 0.0979, 0.0155], [-0.3386, -0.5382, -0.2101], [-0.0570, -0.0372, -0.0769], [0.0423, 0.1843, -0.0992], [-0.0822, 0.1790, 0.0645], [0.1285, -0.1596, -0.3037], [0.2329, 0.0102, -0.1054], [-0.0313, 0.0630, 0.0960], [0.0243, -0.0837, -0.0697], [0.0009, 0.0416, -0.0345], [0.0628, 0.0149, -0.0230], [-0.7046, -1.0241, -1.0515], [0.1464, -0.3239, 0.3584], [-0.1270, -0.0806, -0.0394], [0.4909, -0.1828, -0.0833], [-0.3555, 0.3426, -0.2055], [-0.0129, -0.0457, -0.0869], [-0.0113, 0.0225, 0.0570], [-0.0371, 0.0178, -0.0292], [0.0693, -0.0424, -0.2783], [0.0076, 0.0150, -0.0497], [-0.0045, 0.0091, -0.0581], [-0.6296, -0.3402, -0.8187], [-0.1626, -0.1967, -0.0786], [-0.1659, -0.2330, 0.1248], [-0.0254, 0.0036, -0.0407], [0.1263, 0.1386, 0.0150], [-0.4179, 0.0025, 0.0083], [0.0277, -0.0050, -0.0182], [0.1896, 0.4499, -0.1339], [-0.0469, 0.0297, 0.0155], [-0.0302, -0.1061, -0.1010], [-0.0510, 0.1040, -0.2454], [0.0318, -0.0170, 0.0309], [-0.0566, 0.0050, -0.0518], [0.2554, 0.0862, -0.1697], [-0.1155, 0.0337, 0.0337], [0.0270, -0.1161, -0.0335], [0.0264, 0.0326, 0.0845], [0.0648, 0.0130, 0.1242], [0.0108, -0.1185, -0.0809], [0.2272, -0.3566, -0.2265], [0.0343, -0.0318, 0.0782], [-0.5257, -0.2966, 0.0627], [0.0122, -0.0761, 0.0163], [0.0316, 0.0361, 0.0648], [0.0206, 0.0596, 0.0043], [0.0728, -0.0986, 0.0815], [0.0977, 0.0616, -0.0281], [0.0308, -0.0392, 0.0029], [0.0433, 0.1035, 0.0549], [-0.4098, 0.1464, 0.0991], [-0.0072, -0.0843, -0.0109], [-0.6316, 0.4602, -0.1134], [0.0288, -0.0294, -0.0071], [0.2318, -0.2218, -0.0611], [-0.3317, -0.7645, 0.2410], [0.0138, 0.0304, 0.0430], [-0.0133, -0.0198, 0.0070], [0.0323, -0.0092, -0.0207], [0.4939, 0.4002, -0.0189], [0.0016, 0.0812, 0.0546], [-0.2353, 0.2232, 0.5307], [0.0659, 0.5616, 0.1634], [0.0313, -0.0116, -0.0177], [0.2979, -0.0306, 0.1051], [0.0428, -0.0392, 0.0415], [-0.0018, -0.0218, -0.0141], [0.8970, 0.2727, -0.0246], [0.4395, 0.6027, 0.5331], [-0.1650, -0.0616, 0.0673], [-0.0084, -0.0028, 0.0348], [-0.0305, 0.0435, 0.0000], [-0.2208, 0.0231, 0.0718], [0.0101, -0.0090, 0.2446], [-0.0848, 0.0418, -0.0483], [-0.0435, 0.0258, 0.0121], [-0.5360, -0.6921, -0.0572], [-0.2796, -0.2167, -0.0450], [0.4262, 0.2185, -0.2569], [0.0621, 0.1569, 0.5575], [0.0086, 0.0977, -0.0906], [-0.0493, 0.0223, -0.0602], [0.3881, 0.5243, 0.1893], [0.4064, 0.5835, -0.1819], [0.3006, -0.3233, 0.0402], [-0.0892, 0.1404, -0.2192], [-0.0053, 0.2052, -0.0272], [0.5409, 0.1142, 0.0028], [0.0116, 0.0602, 0.0078], [0.0780, -0.0273, -0.0325], [-0.1772, -0.3159, 0.0133], [0.0271, 0.0350, -0.0851], [-0.0744, -0.2908, 0.1899], [-0.0139, -0.0404, -0.0489], [0.1157, 0.0186, -0.0431], [0.0761, 0.0328, 0.0432], [0.0478, -0.0020, -0.0429]]
}